(1)
A 6-piece molecular cluster, C30H30FO10 overall in a non-equilibrium geometry. Source: OMol25; level of theory: ωB97M-V/def2-TZVPD.

Atoms and positions in Å:
1 F -0.60 -0.01 -0.07
2 C 4.73 -1.68 -1.72
3 C 3.40 -1.47 -1.41
4 C 2.61 -0.75 -2.31
5 C 3.14 -0.28 -3.49
6 C 4.47 -0.54 -3.82
7 C 5.26 -1.24 -2.93
8 O 6.54 -1.56 -3.34
9 O 1.29 -0.59 -2.05
10 H 5.43 -2.13 -1.02
11 H 2.96 -1.89 -0.52
12 H 2.49 0.26 -4.16
13 H 4.84 -0.12 -4.75
14 H 6.97 -2.04 -2.62
15 H 0.93 -0.46 -1.16
16 C 1.35 5.46 -0.40
17 C 1.19 4.42 0.53
18 C 0.77 3.17 0.10
19 C 0.59 2.94 -1.27
20 C 0.76 3.96 -2.20
21 C 1.09 5.22 -1.74
22 O 1.13 6.25 -2.66
23 O 0.70 2.13 0.97
24 H 1.92 6.33 -0.09
25 H 1.48 4.55 1.56
26 H 0.35 1.94 -1.61
27 H 0.60 3.74 -3.24
28 H 1.47 7.04 -2.23
29 H 0.31 1.35 0.53
30 C -3.80 2.14 2.79
31 C -3.82 3.47 3.17
32 C -3.11 4.45 2.48
33 C -2.47 4.09 1.31
34 C -2.53 2.77 0.84
35 C -3.10 1.80 1.64
36 O -2.99 0.47 1.33
37 O -3.11 5.74 2.97
38 H -4.29 1.39 3.40
39 H -4.37 3.75 4.06
40 H -1.93 4.78 0.67
41 H -1.94 2.44 -0.01
42 H -2.07 0.25 1.07
43 H -3.53 6.37 2.39
44 C 3.35 -3.06 3.33
45 C 3.09 -1.97 2.52
46 C 1.83 -1.81 1.96
47 C 0.87 -2.80 2.14
48 C 1.11 -3.87 2.99
49 C 2.37 -4.02 3.55
50 O 2.58 -5.15 4.33
51 O 1.58 -0.70 1.23
52 H 4.30 -3.25 3.84
53 H 3.80 -1.16 2.40
54 H -0.07 -2.74 1.61
55 H 0.33 -4.57 3.24
56 H 3.52 -5.34 4.36
57 H 0.66 -0.65 0.88
58 C -4.23 -4.62 -2.07
59 C -2.90 -4.20 -2.11
60 C -2.56 -2.97 -1.56
61 C -3.49 -2.23 -0.82
62 C -4.76 -2.75 -0.65
63 C -5.14 -3.91 -1.32
64 O -6.44 -4.38 -1.20
65 O -1.26 -2.59 -1.63
66 H -4.58 -5.54 -2.52
67 H -2.15 -4.71 -2.70
68 H -3.22 -1.31 -0.32
69 H -5.48 -2.24 -0.01
70 H -7.05 -3.64 -1.20
71 H -1.13 -1.69 -1.27

Its charge is -1. For the LUMO energy, the calculation gives 2.5 eV. The spin multiplicity is 1. As for the gap between HOMO and LUMO: 7.877 eV. The HOMO energy comes out at -5.4 eV. For the energy above the lowest of the compared OMol25 structures with the same formula, charge and spin, the calculation gives 62.44 kJ/mol. The max |F| comes out at 0.030 hartree/bohr.

Listed below, in e, are the Löwdin charges computed for each atom: atom 1 (F): -0.4410, atom 2 (C): -0.0287, atom 3 (C): 0.0060, atom 4 (C): -0.3234, atom 5 (C): -0.0117, atom 6 (C): -0.0241, atom 7 (C): -0.3373, atom 8 (O): 0.0180, atom 9 (O): 0.0282, atom 10 (H): 0.1095, atom 11 (H): 0.1027, atom 12 (H): 0.1150, atom 13 (H): 0.1104, atom 14 (H): 0.0879, atom 15 (H): 0.0521, atom 16 (C): -0.0414, atom 17 (C): -0.0217, atom 18 (C): -0.3458, atom 19 (C): -0.0080, atom 20 (C): -0.0132, atom 21 (C): -0.3365, atom 22 (O): 0.0132, atom 23 (O): 0.0314, atom 24 (H): 0.1068, atom 25 (H): 0.1160, atom 26 (H): 0.1066, atom 27 (H): 0.1152, atom 28 (H): 0.0860, atom 29 (H): 0.0387, atom 30 (C): -0.0129, atom 31 (C): -0.0312, atom 32 (C): -0.3374, atom 33 (C): -0.0091, atom 34 (C): -0.0039, atom 35 (C): -0.3248, atom 36 (O): 0.0068, atom 37 (O): 0.0102, atom 38 (H): 0.1108, atom 39 (H): 0.1098, atom 40 (H): 0.1134, atom 41 (H): 0.1066, atom 42 (H): 0.0653, atom 43 (H): 0.0953, atom 44 (C): -0.0378, atom 45 (C): -0.0180, atom 46 (C): -0.3401, atom 47 (C): -0.0007, atom 48 (C): -0.0192, atom 49 (C): -0.3379, atom 50 (O): 0.0141, atom 51 (O): 0.0193, atom 52 (H): 0.1082, atom 53 (H): 0.1179, atom 54 (H): 0.1200, atom 55 (H): 0.1167, atom 56 (H): 0.0886, atom 57 (H): 0.0490, atom 58 (C): -0.0288, atom 59 (C): -0.0134, atom 60 (C): -0.3213, atom 61 (C): 0.0025, atom 62 (C): -0.0218, atom 63 (C): -0.3418, atom 64 (O): 0.0066, atom 65 (O): 0.0382, atom 66 (H): 0.1119, atom 67 (H): 0.1137, atom 68 (H): 0.0963, atom 69 (H): 0.1147, atom 70 (H): 0.0896, atom 71 (H): 0.0638

(2)
A 9-piece molecular cluster, C20H54F6O11P overall in a non-equilibrium geometry. Source: OMol25; level of theory: ωB97M-V/def2-TZVPD.

Atoms and positions in Å:
1 P -0.46 -1.12 0.06
2 F -1.94 -1.58 -0.43
3 F -0.77 -1.37 1.61
4 F 0.01 -2.67 -0.09
5 F 1.06 -0.71 0.41
6 F -0.07 -0.81 -1.49
7 F -1.03 0.39 0.23
8 C -1.14 -4.83 3.17
9 C -1.95 -5.83 4.01
10 C -2.65 -6.60 2.87
11 O -3.00 -5.63 1.92
12 C -2.05 -4.56 1.95
13 H -0.21 -5.29 2.82
14 H -0.86 -3.90 3.66
15 H -2.64 -5.34 4.69
16 H -1.26 -6.48 4.56
17 H -3.57 -7.09 3.19
18 H -1.94 -7.33 2.47
19 H -2.44 -3.55 2.07
20 H -1.43 -4.57 1.05
21 C -3.38 2.79 0.60
22 O -3.82 2.45 -0.70
23 H -4.21 3.20 1.18
24 H -2.91 1.94 1.11
25 H -2.63 3.58 0.50
26 H -4.62 1.94 -0.60
27 C -3.30 -0.47 3.15
28 O -3.57 -1.26 2.04
29 H -4.18 -0.45 3.80
30 H -2.52 -0.88 3.81
31 H -3.02 0.56 2.90
32 H -2.77 -1.35 1.51
33 C -3.20 -1.04 -3.32
34 O -3.01 0.13 -2.57
35 H -4.24 -1.40 -3.26
36 H -2.98 -0.89 -4.38
37 H -2.57 -1.86 -2.95
38 H -2.72 -0.17 -1.70
39 C 0.23 2.55 -2.04
40 O -1.13 2.25 -1.80
41 H 0.38 2.69 -3.12
42 H 0.54 3.51 -1.59
43 H 0.89 1.74 -1.70
44 H -1.13 1.78 -0.97
45 C 0.22 3.86 -5.87
46 O 0.41 2.54 -5.45
47 C 1.54 1.89 -6.00
48 C 1.58 0.51 -5.39
49 O 0.50 -0.25 -5.84
50 C 0.38 -1.46 -5.13
51 H -0.19 3.89 -6.89
52 H 1.17 4.41 -5.91
53 H -0.42 4.35 -5.14
54 H 2.41 2.44 -5.62
55 H 1.51 1.87 -7.09
56 H 1.55 0.61 -4.29
57 H 2.56 0.06 -5.60
58 H -0.37 -2.09 -5.60
59 H 0.06 -1.28 -4.09
60 H 1.33 -2.02 -5.09
61 C 0.43 2.38 2.05
62 O 1.19 3.39 2.65
63 C 0.82 4.68 2.20
64 C 1.93 5.62 2.59
65 O 1.90 6.76 1.77
66 C 2.99 7.61 1.96
67 H 0.48 1.43 2.58
68 H 0.76 2.23 1.01
69 H -0.63 2.63 1.93
70 H -0.10 4.96 2.73
71 H 0.61 4.68 1.13
72 H 2.90 5.09 2.54
73 H 1.82 5.89 3.65
74 H 2.94 8.39 1.20
75 H 3.94 7.09 1.82
76 H 2.91 8.12 2.93
77 C 2.18 -1.33 3.49
78 O 3.21 -2.27 3.70
79 C 3.96 -2.53 2.53
80 C 3.24 -3.34 1.47
81 O 3.97 -3.21 0.28
82 C 3.20 -3.63 -0.84
83 H 2.58 -0.37 3.13
84 H 1.73 -1.16 4.47
85 H 1.47 -1.67 2.74
86 H 4.92 -2.96 2.83
87 H 4.21 -1.56 2.06
88 H 2.21 -2.98 1.35
89 H 3.14 -4.41 1.73
90 H 2.36 -2.96 -0.96
91 H 2.86 -4.67 -0.67
92 H 3.85 -3.72 -1.70

Its charge is -1. For the LUMO energy, the calculation gives 2.6 eV. The spin multiplicity is 1. As for the gap between HOMO and LUMO: 9.171 eV. The HOMO energy comes out at -6.6 eV. For the energy above the lowest of the compared OMol25 structures with the same formula, charge and spin, the calculation gives 0.00 kJ/mol. The max |F| comes out at 0.041 hartree/bohr.

Listed below, in e, are the Löwdin charges computed for each atom: atom 1 (P): 0.1919, atom 2 (F): -0.1489, atom 3 (F): -0.1406, atom 4 (F): -0.1550, atom 5 (F): -0.1470, atom 6 (F): -0.1514, atom 7 (F): -0.1531, atom 8 (C): -0.1632, atom 9 (C): -0.1654, atom 10 (C): -0.2352, atom 11 (O): -0.1270, atom 12 (C): -0.1760, atom 13 (H): 0.1050, atom 14 (H): 0.1045, atom 15 (H): 0.1081, atom 16 (H): 0.1028, atom 17 (H): 0.1145, atom 18 (H): 0.1164, atom 19 (H): 0.0957, atom 20 (H): 0.1090, atom 21 (C): -0.1673, atom 22 (O): -0.1129, atom 23 (H): 0.0768, atom 24 (H): 0.0454, atom 25 (H): 0.0726, atom 26 (H): 0.0763, atom 27 (C): -0.1923, atom 28 (O): -0.1199, atom 29 (H): 0.0746, atom 30 (H): 0.0760, atom 31 (H): 0.0609, atom 32 (H): 0.0160, atom 33 (C): -0.1793, atom 34 (O): -0.1184, atom 35 (H): 0.0694, atom 36 (H): 0.0699, atom 37 (H): 0.0697, atom 38 (H): 0.0311, atom 39 (C): -0.1529, atom 40 (O): -0.1185, atom 41 (H): 0.0533, atom 42 (H): 0.0667, atom 43 (H): 0.0729, atom 44 (H): 0.0123, atom 45 (C): -0.1156, atom 46 (O): -0.2043, atom 47 (C): -0.2105, atom 48 (C): -0.2342, atom 49 (O): -0.1616, atom 50 (C): -0.1089, atom 51 (H): 0.0856, atom 52 (H): 0.0841, atom 53 (H): 0.0893, atom 54 (H): 0.1273, atom 55 (H): 0.1286, atom 56 (H): 0.1272, atom 57 (H): 0.1274, atom 58 (H): 0.0852, atom 59 (H): 0.0813, atom 60 (H): 0.0854, atom 61 (C): -0.1092, atom 62 (O): -0.1809, atom 63 (C): -0.2049, atom 64 (C): -0.2155, atom 65 (O): -0.1837, atom 66 (C): -0.1271, atom 67 (H): 0.0834, atom 68 (H): 0.0840, atom 69 (H): 0.0756, atom 70 (H): 0.1296, atom 71 (H): 0.1269, atom 72 (H): 0.1279, atom 73 (H): 0.1282, atom 74 (H): 0.0843, atom 75 (H): 0.0879, atom 76 (H): 0.0869, atom 77 (C): -0.1130, atom 78 (O): -0.1885, atom 79 (C): -0.1954, atom 80 (C): -0.2234, atom 81 (O): -0.1875, atom 82 (C): -0.0999, atom 83 (H): 0.0914, atom 84 (H): 0.0894, atom 85 (H): 0.0536, atom 86 (H): 0.1236, atom 87 (H): 0.1268, atom 88 (H): 0.0993, atom 89 (H): 0.1299, atom 90 (H): 0.0750, atom 91 (H): 0.0891, atom 92 (H): 0.0820